# 1
The following is a DFT calculation (ωB97M-V/def2-TZVPD) of a structure of composition C12H12N2O5S3V.

Geometry as ORCA input:
```
! wB97M-V def2-TZVPD RIJCOSX def2/J DEFGRID3
* xyz -2 2
V -0.033 -1.987 -0.495
S -0.071 -1.140 1.766
C 1.445 -0.303 1.934
C 1.706 0.392 3.117
C 2.894 1.081 3.331
C 3.101 1.769 4.566
N 3.259 2.313 5.570
C 3.872 1.085 2.319
C 3.620 0.401 1.136
C 2.431 -0.297 0.910
S 2.223 -1.150 -0.592
C 5.115 1.769 2.490
N 6.117 2.319 2.630
H 0.951 0.390 3.892
H 4.369 0.404 0.355
O -0.535 -2.317 -2.419
S -1.560 -3.430 -2.131
O -2.888 -3.020 -2.548
O -1.443 -3.427 -0.597
O -1.125 -4.691 -2.687
C -3.630 0.148 0.395
C -3.303 0.149 -1.081
O -2.063 0.809 -1.257
C -1.686 0.847 -2.617
C -0.317 1.483 -2.717
H -4.556 -0.402 0.575
H -3.744 1.167 0.772
H -2.824 -0.334 0.949
H -4.083 0.677 -1.656
H -3.241 -0.875 -1.465
H -2.430 1.425 -3.191
H -1.664 -0.172 -3.023
H -0.335 2.508 -2.341
H 0.020 1.496 -3.756
H 0.407 0.911 -2.134
*
```

- HOMO (spin up / spin down) (eV) = -1.318 / -0.743
- gap between HOMO and LUMO (spin up / spin down) (eV) = 6.4 / 5.8

---

# 2
The following is a DFT calculation (ωB97M-V/def2-TZVPD) of an isolated molecule of C3H5F at a distorted geometry.

Geometry as ORCA input:
```
! wB97M-V def2-TZVPD RIJCOSX def2/J DEFGRID3
* xyz 0 1
C -0.507 -0.122 1.353
C 0.350 0.025 0.370
C 0.232 0.169 -1.117
F -1.075 0.583 -1.479
H -0.327 -0.806 2.208
H -1.355 0.497 1.582
H 1.236 -0.442 0.438
H 0.971 0.787 -1.555
H 0.476 -0.692 -1.799
*
```

- HOMO (eV) = -9.671
- gap between HOMO and LUMO (eV) = 10.6

---

| no. | DFT total energy (eV) |
| --- | --- |
| 1 | -84053.446 |
| 2 | -5907.306 |